{"formula": "C9H14N2OS", "method": "ωB97M-V with the def2-TZVPD basis set", "elements": ["S", "O", "N", "N", "C", "C", "C", "C", "C", "C", "C", "C", "C", "H", "H", "H", "H", "H", "H", "H", "H", "H", "H", "H", "H", "H", "H"], "positions_angstrom": [[2.392, 0.514, -3.070], [-1.749, -2.361, -0.001], [0.149, 1.056, -1.900], [1.872, 0.097, -0.476], [0.164, -2.597, -1.224], [1.440, 0.709, -1.683], [-0.802, 0.573, -1.133], [0.951, 1.255, 1.618], [-0.771, -1.746, -0.347], [-0.109, 1.034, 2.751], [-0.481, -0.271, 0.040], [0.948, 0.015, 0.621], [-2.249, 1.022, -1.291], [-2.446, 1.360, -2.222], [1.108, -2.592, -0.733], [1.334, -0.947, 1.177], [0.763, 2.242, 1.131], [-1.323, -0.068, 0.848], [-0.134, 0.035, 3.188], [0.135, -2.196, -2.215], [-2.259, 1.855, -0.598], [-1.098, 1.442, 2.500], [0.325, 1.472, 3.618], [-0.163, -3.575, -1.447], [-2.906, 0.160, -0.962], [2.948, 0.154, -0.362], [1.959, 1.358, 2.172]], "mulliken_charge": [-0.2864, -0.5669, -0.5086, -0.1355, -1.2136, -0.1671, 0.4108, -0.5217, 0.1418, -1.2321, 0.8435, -0.0630, -1.3360, 0.5009, 0.3233, 0.2666, 0.2230, 0.1610, 0.3333, 0.3174, 0.3041, 0.3173, 0.4419, 0.3986, 0.3039, 0.3655, 0.3777], "smiles": "CC[C@@H]1NC(=S)N=C(C)[C@H]1C(C)=O", "relative_energy_ev": 3.226, "e_homo_ev": -8.2, "homo_lumo_gap_ev": 7.67, "molar_mass_g_mol": 198.29, "e_tot_ev": -25421.12434}

{"formula": "C9H14N3O", "method": "ωB97M-V with the def2-TZVPD basis set", "elements": ["O", "N", "N", "N", "C", "C", "C", "C", "C", "C", "C", "C", "C", "H", "H", "H", "H", "H", "H", "H", "H", "H", "H", "H", "H", "H", "H"], "positions_angstrom": [[3.898, 0.158, -0.687], [2.374, 1.137, 0.586], [0.102, -0.434, 0.248], [-2.818, 0.039, 0.779], [-2.478, 1.108, -1.367], [3.448, 1.263, -0.134], [-2.094, 0.748, -0.141], [3.184, -0.906, -0.193], [-0.661, 0.915, 0.204], [0.995, -0.764, 1.325], [-4.064, 0.206, 0.968], [2.138, -0.156, 0.616], [-0.174, -1.401, -0.823], [-0.247, 1.557, -0.584], [0.552, -2.257, -0.788], [-0.203, -1.026, -1.848], [3.879, 2.145, -0.411], [-4.739, 0.927, 0.460], [-1.766, 1.502, -2.094], [-3.501, 0.859, -1.741], [1.126, -1.829, 1.327], [3.796, -1.294, 0.592], [0.764, -0.375, 2.286], [-1.252, -1.653, -0.548], [-4.815, -0.227, 1.699], [3.031, -1.679, -0.904], [-0.474, 1.438, 1.175]], "mulliken_charge": [-0.3246, -0.4759, 0.1646, -0.3104, -0.9958, -0.0769, 0.3906, -0.2879, -0.5571, -0.8588, -0.1742, 0.7153, -1.0395, 0.2768, 0.4242, 0.2942, 0.4860, 0.2209, 0.3065, 0.2800, 0.3826, 0.3323, 0.4285, 0.4043, 0.2303, 0.3893, 0.3745], "smiles": "C=NC(=C)CN(C)CC1=[N+]=COC1", "total_charge": 1, "relative_energy_ev": 2.759, "e_homo_ev": -12.4, "homo_lumo_gap_ev": 7.68, "molar_mass_g_mol": 180.23, "e_tot_ev": -16066.99372}

{"formula": "C9H14N5", "method": "ωB97M-V with the def2-TZVPD basis set", "elements": ["N", "N", "N", "N", "N", "C", "C", "C", "C", "C", "C", "C", "C", "C", "H", "H", "H", "H", "H", "H", "H", "H", "H", "H", "H", "H", "H", "H"], "positions_angstrom": [[-2.105, -0.428, 0.723], [1.337, 0.885, 0.672], [2.494, -0.388, -1.751], [-0.240, 1.713, -0.494], [-0.958, -2.321, 0.234], [0.885, 0.941, -0.589], [0.617, 1.582, 2.996], [-1.366, -1.707, -1.002], [-0.383, 2.320, 0.739], [1.409, 0.459, -1.804], [-2.179, -0.535, -0.605], [0.538, 1.627, 1.498], [-0.824, -2.114, -2.203], [-1.490, -1.517, 1.167], [2.752, -0.599, -0.837], [0.883, 0.696, -2.797], [-2.504, 0.149, -1.378], [2.381, -1.236, -2.241], [1.497, 1.956, 3.380], [-0.638, 2.048, -1.317], [-0.162, -2.951, -2.298], [-0.241, 2.084, 3.362], [0.535, 0.472, 3.148], [-1.217, -1.687, 2.186], [-1.218, 2.953, 1.053], [-1.130, -1.594, -3.124], [-0.915, -3.303, 0.323], [2.244, 0.493, 0.958]], "mulliken_charge": [-0.4383, -0.0166, -0.4541, 0.0759, -0.1565, 0.3573, -1.2125, 0.9213, -0.5564, -0.4878, -0.5588, 0.5539, -1.2301, -0.2657, 0.1950, 0.3097, 0.4208, 0.2835, 0.3918, 0.2255, 0.3718, 0.3578, 0.2769, 0.4280, 0.3816, 0.3079, 0.2452, 0.2731], "total_charge": 1, "relative_energy_ev": 3.315, "e_homo_ev": [-10.1, -11.2], "homo_lumo_gap_ev": [5.49, 7.76], "molar_mass_g_mol": 192.25, "e_tot_ev": -17001.76834}